1.
Molecular formula: C44H36GeIrN7S4
Method: DFT, the ωB97M-V functional and the def2-TZVPD basis

Each line ends with the Löwdin charge.
Cartesian coordinates (Å):
Ir 0.0968 0.8680 -0.3613  0.737
C 4.2505 1.1292 1.0018  -0.046
C 2.8653 1.1508 1.0020  -0.119
N 2.1502 0.8431 -0.0875  -0.115
C 2.8020 0.5370 -1.2044  -0.105
C 4.1949 0.5094 -1.3150  -0.196
C 4.9272 0.7910 -0.1527  0.004
C 4.8248 0.1169 -2.5560  -0.022
C 4.4141 0.4314 -3.8061  -0.025
C 3.4618 1.4423 -4.1857  -0.266
C 3.1301 1.6344 -5.5389  0.006
C 2.2858 2.6804 -5.8435  -0.119
N 1.8277 3.5166 -4.9159  0.091
C 2.2100 3.2713 -3.6745  -0.199
N 2.9646 2.2816 -3.2589  0.137
H 4.7851 1.3647 1.9076  0.112
H 2.3178 1.3975 1.8981  0.105
H 2.2041 0.2480 -2.0575  0.111
H 6.0061 0.7549 -0.1660  0.122
H 5.7121 -0.4960 -2.4532  0.117
H 4.9251 -0.0266 -4.6436  0.110
H 3.5225 0.9844 -6.3029  0.109
H 1.9661 2.8772 -6.8584  0.111
H 1.8696 3.9690 -2.9184  0.100
N 0.5147 7.9014 1.1931  0.074
C 0.3040 7.2241 0.0218  -0.780
S 0.3285 8.1203 -1.4121  0.682
C 0.1748 5.8137 0.0211  -0.228
C 0.4223 5.0144 1.1663  0.013
C 0.3733 3.6518 1.0682  -0.112
N 0.0937 2.9861 -0.0683  -0.108
C -0.1978 3.7378 -1.1519  -0.153
C -0.1796 5.1025 -1.1511  -0.019
H 0.5229 8.9063 1.1094  0.086
H 0.1048 7.5359 2.0365  0.096
H 0.6846 5.4692 2.1095  0.111
H 0.5675 3.0465 1.9455  0.106
H -0.4589 3.1968 -2.0527  0.073
H -0.4338 5.6481 -2.0457  0.088
C 0.1460 -1.1304 -0.2591  -0.322
Ge 0.4758 -2.1078 1.3690  0.955
C 0.5865 -4.0833 1.1771  -0.272
C 0.6788 -4.6945 -0.0639  -0.114
C 0.9199 -6.0538 -0.1694  -0.090
C 1.0557 -6.8244 0.9717  -0.092
C 0.9706 -6.2259 2.2178  -0.085
C 0.7488 -4.8635 2.3144  -0.117
C 2.2753 -1.7397 2.1558  -0.276
C 2.4337 -1.2009 3.4239  -0.110
C 3.6909 -1.0785 3.9902  -0.088
C 4.8103 -1.4898 3.2870  -0.099
C 4.6667 -2.0171 2.0138  -0.098
C 3.4066 -2.1460 1.4614  -0.121
C -0.8191 -1.4365 2.7160  -0.327
C -1.6066 -2.2414 3.5257  -0.105
C -2.5134 -1.6784 4.4094  -0.080
C -2.6299 -0.3029 4.5077  -0.085
C -1.8582 0.5114 3.6917  -0.104
C -0.9706 -0.0593 2.8001  -0.210
H -0.0020 -1.7255 -1.1546  -0.033
H 0.5655 -4.1009 -0.9595  0.088
H 1.0124 -6.5086 -1.1445  0.101
H 1.2350 -7.8876 0.8919  0.101
H 1.0880 -6.8173 3.1159  0.103
H 0.7126 -4.3945 3.2894  0.099
H 1.5623 -0.8918 3.9849  0.096
H 3.7967 -0.6644 4.9832  0.102
H 5.7914 -1.4079 3.7322  0.101
H 5.5376 -2.3345 1.4561  0.104
H 3.2971 -2.5778 0.4734  0.106
H -1.5194 -3.3179 3.4560  0.095
H -3.1396 -2.3169 5.0176  0.106
H -3.3283 0.1353 5.2078  0.103
H -1.9642 1.5854 3.7473  0.101
H -0.3885 0.5707 2.1140  0.046
S -5.8997 -1.9454 1.3870  0.581
C -4.9111 -1.1919 0.3144  -1.084
S -3.2937 -0.6150 0.6905  0.999
C -3.1626 -0.0612 -0.9951  -1.058
N -4.2117 -0.3218 -1.6919  -0.005
N -5.1757 -0.9195 -0.9889  -0.174
C -6.3702 -1.2501 -1.6672  -0.223
C -7.6086 -0.9730 -1.1052  -0.053
C -8.7561 -1.3124 -1.7983  -0.079
C -8.6691 -1.9138 -3.0430  -0.096
C -7.4296 -2.1649 -3.6088  -0.086
C -6.2764 -1.8359 -2.9231  -0.014
S -1.8651 0.8378 -1.6173  0.528
H -7.6660 -0.4971 -0.1398  0.085
H -9.7230 -1.1038 -1.3648  0.103
H -9.5688 -2.1891 -3.5715  0.098
H -7.3649 -2.6273 -4.5820  0.100
H -5.3039 -2.0275 -3.3451  0.111

Values from the calculation:
Total charge: 0
E: -5855.498355 Ha
Kohn-Sham gap (spin up / spin down): 4.90 / 4.76 eV
Energy above the lowest of the compared OMol25 structures with the same formula, charge and spin: 56.6 kcal per mole

2.
Molecular formula: C44H36N3OPPdS2
Method: DFT, the ωB97M-V functional and the def2-TZVPD basis

Each line ends with the Mulliken spin population.
Cartesian coordinates (Å):
Pd 0.3620 -0.1503 0.1917  1.222
C 1.3608 -3.1607 -1.5339  0.028
C 2.4111 -2.3186 -2.2498  -0.008
C 1.7887 -1.7182 -3.5253  -0.002
C 3.0033 -1.2893 -1.2957  0.060
C 4.4119 -0.7495 -1.8284  0.006
O 4.1900 0.7505 -1.7614  0.009
C 2.9302 0.9685 -1.3029  -0.012
N 2.2162 -0.0790 -1.0504  0.014
C 2.5939 2.4190 -1.1810  0.011
C 3.2940 3.2026 -2.0977  0.000
C 3.0861 4.5540 -2.0948  0.004
C 2.1535 5.1901 -1.2328  0.001
C 1.4063 4.3686 -0.3870  0.004
C 1.6116 2.9904 -0.3377  -0.032
P 0.5914 1.9986 0.7457  0.162
C 1.3355 1.9917 2.4085  0.039
C 1.0080 2.9809 3.3275  0.013
C 1.7617 3.1039 4.5305  -0.003
C 2.7477 2.1972 4.8738  0.012
C 3.1114 1.2418 3.9335  0.005
C 2.5086 1.2555 2.6614  0.050
C -1.0643 2.7623 0.7203  0.022
C -1.9645 2.6609 1.7954  0.033
C -3.2111 3.3515 1.7795  -0.023
C -3.5862 4.0086 0.6038  0.044
C -2.7081 4.0503 -0.4954  -0.019
C -1.4929 3.3971 -0.4704  0.037
H 1.0571 -3.9852 -2.2651  0.000
H 0.4937 -2.5487 -1.3471  -0.017
H 1.7393 -3.6328 -0.6158  -0.003
H 3.1999 -3.0078 -2.5868  0.000
H 1.1968 -0.8049 -3.2537  0.000
H 0.9902 -2.3909 -3.8571  0.000
H 2.4080 -1.4701 -4.3806  0.000
H 3.0474 -1.8033 -0.3311  -0.013
H 4.6516 -0.9614 -2.8675  0.002
H 5.2114 -1.0687 -1.1370  -0.001
H 4.0454 2.7811 -2.7611  0.000
H 3.6921 5.1312 -2.8086  0.000
H 2.1041 6.2784 -1.2275  0.001
H 0.6094 4.7677 0.2733  0.001
H 0.1253 3.5816 3.2114  0.002
H 1.5729 3.9285 5.1664  0.001
H 3.1097 2.0728 5.8440  0.001
H 3.8524 0.4373 4.1966  0.000
H 2.8200 0.4597 1.9630  0.013
H -1.7177 1.9687 2.5654  -0.001
H -3.7989 3.4067 2.6802  0.000
H -4.6342 4.3722 0.5346  0.001
H -2.9419 4.6102 -1.3877  0.000
H -0.9158 3.3215 -1.4027  0.004
S 1.8416 -3.3074 4.7171  -0.051
C 1.9552 -4.7370 5.6768  0.300
C 1.1241 -5.7013 5.3058  0.083
C 0.2244 -5.2995 4.2873  0.125
C 0.4482 -3.9659 3.8880  0.341
C -0.3796 -3.2690 2.8990  0.051
C 0.0779 -2.1497 2.2407  0.084
N -0.6223 -1.4676 1.3170  0.021
C -1.7703 -1.9867 0.8802  0.036
C -2.3735 -3.0965 1.5015  0.002
C -3.6358 -3.5057 0.8840  -0.002
C -4.1602 -2.8691 -0.1984  0.004
C -3.4715 -1.8060 -0.8987  0.011
C -3.8618 -1.1543 -2.1063  0.061
C -2.9996 -0.1560 -2.6013  0.042
C -1.8982 0.2586 -1.8616  0.069
N -1.4601 -0.4727 -0.8147  0.138
C -2.2375 -1.3900 -0.3022  0.110
C -3.2203 0.3762 -3.9232  0.344
C -4.3337 0.1511 -4.7222  0.048
C -4.2936 0.7453 -6.0011  0.121
C -3.1159 1.3871 -6.2190  0.324
S -2.1090 1.4611 -4.7984  -0.045
C -1.6184 -3.7701 2.4856  0.081
H 2.6770 -4.6934 6.4821  0.007
H 1.1469 -6.6464 5.8378  0.005
H -0.4629 -6.0153 3.7860  -0.006
H 0.9700 -1.6960 2.6231  0.013
H -4.0390 -4.4847 1.3294  0.000
H -5.1402 -3.1824 -0.5247  0.001
H -4.6839 -1.5859 -2.6268  0.001
H -1.3166 1.0884 -2.2135  0.003
H -5.1721 -0.4347 -4.2896  -0.005
H -5.1784 0.8807 -6.6520  0.004
H -2.6899 1.8256 -7.1414  0.006
H -1.9960 -4.7531 2.8210  0.002

Values from the calculation:
Total charge: +4
2S+1: 5
E: -3201.888063 Ha
Kohn-Sham gap (spin up / spin down): 5.59 / 4.03 eV

Number 1 is which compound?
C44H36GeIrN7S4